Entry 1:
{"formula": "C4H13NO2", "method": "the ωB97M-V functional and the def2-TZVPD basis", "lumo_ev": 0.676, "e_above_lowest_kcal_mol": 48.4, "total_charge": 0, "orbital_gap_ev": 10.2, "smiles": "C=CCNC.O.O", "elements": ["C", "C", "C", "N", "C", "H", "H", "H", "H", "H", "H", "H", "H", "H", "O", "H", "H", "O", "H", "H"], "positions_angstrom": [[0.294, 2.307, -0.174], [-0.057, 1.900, -1.370], [-0.339, 0.462, -1.788], [-0.293, -0.618, -0.751], [1.102, -1.103, -0.522], [0.587, 3.291, 0.142], [0.258, 1.652, 0.708], [-0.267, 2.623, -2.159], [0.384, 0.256, -2.582], [-1.347, 0.268, -2.191], [-0.505, -0.078, 0.090], [0.968, -2.170, -0.302], [1.568, -0.814, 0.432], [1.753, -0.995, -1.395], [-1.751, -2.318, 1.191], [-0.895, -2.590, 1.481], [-1.829, -2.370, 0.242], [0.054, -0.110, 3.351], [0.475, 0.733, 3.158], [-0.159, -0.327, 2.436]], "atomic_forces_ev_per_a": [[0.038, -0.415, 1.632], [-0.977, -0.470, -0.706], [-0.612, -0.751, 0.292], [1.687, 1.896, -0.014], [-0.806, -1.464, 0.782], [-0.230, 0.531, -0.517], [0.369, -0.199, -0.545], [0.555, -0.059, -0.009], [-0.140, -0.284, -0.040], [0.302, 1.005, -0.339], [-0.502, -0.597, 0.023], [0.330, -0.212, -0.557], [0.095, 0.875, -0.513], [-0.117, 0.160, 0.342], [-1.280, 0.424, 0.734], [0.814, -0.439, -0.165], [0.533, 0.027, -0.400], [0.200, 0.347, -0.791], [0.258, 0.336, 0.705], [-0.517, -0.711, 0.085]]}



Entry 2:
{"formula": "C2H6S", "method": "the ωB97M-V functional and the def2-TZVPD basis", "lumo_ev": 0.984, "e_above_lowest_kcal_mol": 44.2, "total_charge": 0, "orbital_gap_ev": 10.4, "smiles": "C=C.S", "elements": ["C", "C", "H", "H", "H", "H", "S", "H", "H"], "positions_angstrom": [[0.544, 3.140, -2.521], [0.662, 3.842, -3.663], [1.283, 3.476, -1.795], [0.177, 2.124, -2.450], [0.829, 4.906, -3.547], [0.792, 3.370, -4.630], [-0.467, -3.134, 2.705], [-1.038, -3.577, 3.828], [-1.298, -2.102, 2.524]], "atomic_forces_ev_per_a": [[1.373, 0.066, -0.993], [0.131, -0.534, 0.778], [-1.390, 0.478, 1.169], [0.403, -0.177, -0.270], [0.843, -0.068, -0.350], [-1.361, 0.236, -0.334], [0.278, -0.095, -0.211], [-0.167, 0.148, 0.028], [-0.111, -0.053, 0.183]]}



Which formula does entry 2 have?
C2H6S